DFT (the ωB97M-V functional and the def2-TZVPD basis) results for C33H32FN2O4TeZn as an isolated structure in a non-equilibrium geometry.

```
74
Properties=species:S:1:pos:R:3:forces:R:3
Zn 0.98289 -0.31157 1.23666 -0.499 0.585 0.497
O 4.32416 -1.63753 3.08031 -0.941 0.643 -1.793
C 3.48332 -1.25086 2.24432 -0.598 0.013 2.177
O 2.55190 -0.34417 2.44747 2.143 -0.967 0.100
C 3.30587 -1.97112 0.90305 0.097 -0.440 0.213
C 4.15551 -2.94673 0.33932 -1.256 0.573 0.534
C 3.81450 -3.46195 -0.92096 1.184 -0.778 1.039
C 2.77421 -2.90355 -1.59461 -1.142 0.866 0.240
C 1.94342 -1.99404 -0.91950 -0.651 -0.306 -0.327
N 2.13661 -1.62433 0.33612 2.527 -1.188 -1.193
C 0.68303 -1.32929 -1.47612 0.308 -0.077 -1.593
O 0.42738 -1.54908 -2.68697 0.542 -0.545 1.481
O 0.11204 -0.55716 -0.67447 -0.532 -0.264 -0.330
H 4.91889 -3.33799 0.99216 0.357 0.062 -0.208
H 4.32872 -4.34858 -1.34119 -0.078 0.848 0.251
H 2.55413 -3.20242 -2.59197 -0.407 -0.027 -0.543
C 0.41956 -2.31877 4.21319 -0.041 -0.099 -0.857
C -0.97080 -1.68903 4.03037 0.261 0.054 0.208
C -2.01483 -2.57248 4.74996 -0.052 -0.013 0.696
C -0.92710 -0.23495 4.49612 -0.210 1.108 -0.530
C -1.20810 0.11232 5.80918 0.060 0.710 0.160
C -1.19941 1.45018 6.23179 0.190 0.168 0.868
C -0.85241 2.48503 5.35028 -0.248 -0.680 0.469
C -0.39961 2.18766 4.06387 -0.402 -1.055 0.608
C 0.47848 3.20267 3.36074 -0.691 -0.094 -0.118
C 0.04657 4.63778 3.67463 0.070 0.415 0.382
C 1.92382 2.93364 3.81862 0.761 0.846 0.037
C -0.57570 0.84645 3.60890 -0.187 -0.840 -0.472
N -0.43336 0.53405 2.22702 0.540 0.183 0.194
C -1.16445 1.22367 1.27435 0.501 1.683 -0.434
C -2.56323 1.26499 1.21565 0.071 -0.868 0.927
C -3.21003 1.63590 0.06492 -0.197 0.982 -0.867
C -2.49228 2.26826 -0.96642 -0.479 -0.368 -0.938
C -1.13459 2.42723 -0.91614 1.518 -0.137 1.310
C -0.51822 1.92991 0.22917 0.626 -0.663 -0.371
F 0.89827 1.90121 0.19720 -1.139 0.131 0.319
H 0.41674 -3.26184 3.63873 0.205 0.036 0.512
H 0.65980 -2.48106 5.26330 0.003 -0.103 -0.004
H 1.19255 -1.68521 3.76702 -0.046 -0.033 0.217
H -1.14371 -1.71459 2.93554 -0.304 0.235 0.609
H -1.75866 -2.91201 5.78455 0.452 0.354 -0.754
H -2.20767 -3.48747 4.18768 0.005 0.063 -0.104
H -2.95605 -2.06023 4.92286 -0.294 0.190 -0.418
H -1.51036 -0.63717 6.52426 0.125 -0.221 0.106
H -1.31665 1.65590 7.33645 -0.313 -0.077 -1.438
H -0.96924 3.52779 5.65023 0.461 -0.353 0.204
H 0.34002 3.08062 2.27991 0.441 -0.080 0.216
H 0.27728 4.97143 4.72053 0.148 -0.275 -0.948
H -1.03218 4.74268 3.57588 -0.172 -0.055 -0.129
H 0.48899 5.32171 2.93979 0.121 0.009 0.369
H 2.07422 3.33359 4.85327 -0.337 -0.588 -0.552
H 2.65221 3.52592 3.22169 -0.438 -0.379 0.036
H 2.22489 1.87709 3.77027 -0.231 0.320 -0.003
H -3.06458 0.85723 2.10658 -0.051 0.004 -0.655
H -4.27407 1.46246 -0.09478 0.192 0.148 0.326
H -2.90464 2.51863 -1.93600 -0.689 0.030 0.226
H -0.47479 2.85811 -1.69098 -0.776 -0.309 0.350
C 0.23189 -1.55998 -5.93109 -0.282 -0.816 2.200
Te -1.11153 -0.58738 -4.43209 0.112 0.435 -1.021
C -1.91125 0.42320 -6.20275 -0.498 -0.143 0.974
C -1.28491 -0.26226 -7.37816 -1.114 0.763 -1.847
C -1.81681 0.00234 -8.68149 2.015 -0.842 0.293
C -1.19469 -0.50806 -9.82521 -0.283 -1.049 0.781
C -0.15496 -1.47061 -9.66758 0.053 1.105 -1.114
C 0.35806 -1.69179 -8.40200 0.519 -1.643 -0.320
C -0.22958 -1.15720 -7.26958 -0.534 0.700 0.200
H 0.18597 -2.68119 -5.74009 0.160 1.457 -0.364
H 1.21361 -1.17125 -5.68121 0.240 -0.227 -0.084
H -1.72443 1.52453 -6.10312 0.025 -1.026 -0.415
H -3.00358 0.25607 -6.16802 0.425 0.230 -0.311
H -2.69137 0.58905 -8.79220 -0.615 0.729 0.033
H -1.62616 -0.25976 -10.79805 0.293 -0.246 0.193
H 0.27334 -1.95753 -10.57773 -0.298 0.460 0.984
H 1.17313 -2.43717 -8.21341 -0.726 0.737 -0.487
```
Positions in Å, forces in eV/Å.

Calculated values
Total charge: -1
Orbital gap, eV: 7.044
Electronic energy, Ha: -3834.50715
LUMO level, eV: 2.26
HOMO, eV: -4.8
Relative energy (zero: lowest compared OMol25 entry of this formula, charge and spin), kJ/mol: 70.7